The following is a DFT calculation (wB97M-V/def2-TZVPD) of a structure of composition C11H10BrNPbS at a distorted geometry.

Output
Energy in eV: -99185.47829
Total charge: -2
Largest force on an atom in Eh/bohr: 0.0824

Last column: Löwdin charge in e.
Positions of all 25 atoms, in Å:
C: -1.498 -0.892 -1.863  -0.1904
C: -1.555 -1.905 -0.850  -0.2696
C: -2.279 -1.354 0.267  -0.3848
H: -1.064 -2.881 -0.908  0.0616
C: -2.693 -0.033 -0.068  -0.2422
C: -2.169 0.287 -1.361  -0.1867
H: -2.341 1.214 -1.957  0.0746
H: -1.018 -0.969 -2.857  0.0745
H: -2.537 -1.906 1.153  0.0599
H: -3.278 0.651 0.537  0.0660
Pb: 0.145 -0.617 1.267  1.1576
Br: 1.396 -3.198 1.384  -0.4036
C: 2.328 1.350 0.327  -0.3087
C: 1.493 2.124 -0.532  -0.2205
C: 1.314 1.376 -1.760  -0.2063
H: 1.089 3.139 -0.361  0.0628
C: 2.012 0.122 -1.619  -0.2173
C: 2.658 0.129 -0.333  -0.3059
H: 3.213 -0.714 0.065  0.0464
H: 2.656 1.654 1.312  0.0610
H: 0.739 1.709 -2.658  0.0674
H: 2.014 -0.682 -2.382  0.0706
S: 0.055 -0.119 5.732  0.3772
C: -0.236 0.526 4.284  -1.0963
N: -0.444 0.990 3.183  -0.1474



The following is a DFT calculation (wB97M-V/def2-TZVPD) of a structure of composition C35H34AsMgN11O8SSe.

Output
Energy in eV: -212090.54418
Largest force on an atom in Eh/bohr: 0.0156

Last column: Löwdin charge in e.
Positions of all 92 atoms, in Å:
Mg: 0.002 -0.766 0.690  0.5200
Se: -1.826 -5.547 -4.966  1.1098
N: -2.685 -4.207 -4.149  -0.2224
C: -1.968 -3.870 -3.112  -0.3296
C: -2.348 -2.816 -2.174  -0.0756
C: -3.549 -2.108 -2.280  0.0210
C: -3.841 -1.145 -1.349  -0.0246
C: -2.913 -0.886 -0.340  -0.1005
N: -1.789 -1.567 -0.215  0.0920
C: -1.497 -2.516 -1.122  -0.1263
C: -0.233 -3.257 -0.925  -0.1460
N: 0.534 -2.881 0.108  0.0979
C: 1.658 -3.547 0.328  -0.0909
C: 2.095 -4.596 -0.471  -0.0125
C: 1.319 -4.968 -1.546  0.0274
C: 0.120 -4.300 -1.775  -0.0861
C: -0.751 -4.615 -2.905  -0.3277
N: -0.491 -5.552 -3.775  -0.2207
H: -4.225 -2.338 -3.093  0.1204
H: -4.755 -0.573 -1.396  0.1134
H: -3.097 -0.140 0.422  0.1156
H: 2.246 -3.216 1.177  0.1232
H: 3.035 -5.081 -0.255  0.1138
H: 1.620 -5.760 -2.218  0.1221
O: 3.033 2.087 -0.275  -0.3103
As: 1.935 1.904 1.078  1.3499
O: 3.226 2.126 2.211  -0.3491
O: 1.931 -0.139 1.258  -0.3337
C: 2.961 -0.669 0.533  -0.3867
C: 4.106 -1.044 1.229  -0.0122
C: 5.171 -1.624 0.563  -0.0685
C: 5.115 -1.827 -0.809  -0.0784
C: 3.990 -1.430 -1.510  -0.0522
C: 2.909 -0.852 -0.853  -0.2125
S: 1.575 -0.308 -1.907  0.4862
O: 1.156 -1.454 -2.686  -0.2838
O: 2.086 0.811 -2.671  -0.2929
O: 0.520 0.150 -0.965  -0.3873
H: 2.623 1.953 -1.148  0.0052
H: 4.126 -0.861 2.295  0.1130
H: 6.057 -1.908 1.117  0.1038
H: 5.951 -2.271 -1.331  0.1018
H: 3.933 -1.565 -2.582  0.1207
N: -0.422 -1.734 2.745  0.0392
C: -0.169 -0.626 3.682  -0.2852
C: -1.037 -0.745 4.943  -0.1391
C: -0.914 0.328 6.032  -0.1759
C: 0.457 0.402 6.706  -0.1993
N: 1.425 1.015 5.816  0.0493
C: 2.732 0.681 5.739  -0.5480
N: 3.245 0.034 6.856  0.1327
N: 3.399 0.924 4.662  0.1006
C: -0.402 0.696 2.922  -0.6499
O: -0.030 1.750 3.432  -0.0071
O: -0.950 0.579 1.778  -0.0875
H: -1.428 -1.831 2.627  0.0946
H: -0.082 -2.610 3.127  0.1033
H: 0.890 -0.662 3.943  0.1420
H: -0.812 -1.719 5.395  0.1162
H: -2.082 -0.788 4.616  0.1212
H: -1.655 0.104 6.803  0.1121
H: -1.162 1.308 5.624  0.1116
H: 0.788 -0.606 6.977  0.1151
H: 0.364 0.976 7.636  0.1133
H: 1.044 1.473 4.985  0.1015
H: 2.848 0.307 7.741  0.0884
H: 4.251 -0.028 6.878  0.0912
H: 3.072 1.727 3.112  -0.0242
H: 4.387 0.729 4.789  0.0562
C: -2.946 3.712 -1.965  -0.0510
C: -2.606 2.637 -1.153  -0.1292
N: -1.975 1.558 -1.602  0.0780
C: -1.607 1.553 -2.877  -0.0829
C: -1.842 2.598 -3.768  -0.1900
C: -2.568 3.687 -3.293  -0.0287
C: -1.353 2.440 -5.143  -0.0289
C: -0.936 3.333 -6.043  -0.0333
C: -0.718 4.782 -5.920  -0.2750
C: -0.652 5.561 -7.074  -0.0135
C: -0.413 6.911 -6.917  -0.1342
N: -0.224 7.469 -5.723  0.0745
C: -0.280 6.633 -4.692  -0.1988
N: -0.519 5.331 -4.719  0.1366
H: -3.492 4.551 -1.558  0.1019
H: -2.850 2.639 -0.097  0.1076
H: -1.071 0.670 -3.212  0.1136
H: -2.843 4.493 -3.957  0.1103
H: -1.317 1.406 -5.470  0.1137
H: -0.673 2.941 -7.020  0.1052
H: -0.784 5.124 -8.053  0.1088
H: -0.366 7.571 -7.775  0.1065
H: -0.107 7.066 -3.713  0.1095



The following is a DFT calculation (wB97M-V/def2-TZVPD) of a cluster of 2 separate species, C4H13N2O in total at a distorted geometry.

Output
Energy in eV: -9379.53328
Total charge: +1
Relative energy (zero: lowest compared OMol25 entry of this formula, charge and spin) in kcal/mol: 47.3
Largest force on an atom in Eh/bohr: 0.0631

Last column: Löwdin charge in e.
Positions of all 20 atoms, in Å:
C: -2.964 -0.506 -0.481  -0.1186
C: -1.723 -0.107 -1.351  -0.2189
C: -0.559 0.377 -0.447  -0.1983
N: 2.125 -0.600 0.322  0.1724
C: 0.925 -1.181 0.684  -0.0873
N: -0.251 -0.625 0.552  0.0504
H: -2.941 -1.415 0.165  0.0723
H: -3.950 -0.708 -1.053  0.1064
H: -3.245 0.408 0.048  0.0711
H: -1.382 -0.968 -2.000  0.1269
H: -1.959 0.748 -2.045  0.1308
H: 0.228 0.430 -1.204  0.1146
H: -0.665 1.438 0.090  0.1742
H: 2.845 -1.257 0.119  0.1073
H: 2.475 0.379 0.448  0.1110
H: 1.072 -2.304 0.928  0.1898
H: -1.010 -1.087 1.027  0.1430
H: 4.361 2.525 1.602  0.0630
H: 2.918 2.501 1.408  0.0578
O: 3.698 1.952 1.186  -0.0680



no.,E_LUMO (eV)
1,4.9
2,-0.8
3,-3.9